# 1
C52H80AgN2Sb2Si4 | ωB97M-V/def2-TZVPD

Values from the calculation:
DFT total energy = -3924.51496 Eh
ΔE to the lowest compared entry with this formula, charge and spin = 0.7033 eV
HOMO energy = -3.61 eV
max |F| = 0.0130 hartree/bohr

```
! RIJCOSX wB97M-V def2-TZVPD def2/J DEFGRID3
* xyz -1 1
Ag -0.625 0.146 0.428
C 3.060 1.325 -2.307
Sb 1.219 1.660 -1.179
C 1.922 0.671 0.598
C 1.705 1.122 1.966
C 2.769 1.366 2.869
C 2.529 1.703 4.178
C 1.216 1.827 4.626
C 0.219 1.578 3.704
N 0.440 1.225 2.444
Si 3.276 -0.566 0.441
C 3.243 -1.670 1.980
C 3.081 -1.692 -1.079
C 5.102 -0.019 0.398
C 1.552 3.964 -1.352
C 0.583 4.501 -0.339
C 0.111 5.821 -0.319
C -0.794 6.212 0.645
C -1.219 5.286 1.588
C -0.707 4.007 1.505
N 0.167 3.625 0.578
Si 1.031 4.457 -3.107
C -0.816 4.274 -3.318
C 1.823 3.457 -4.488
C 1.442 6.251 -3.556
Si 3.273 4.561 -0.825
C 3.872 3.635 0.678
C 4.561 4.510 -2.197
C 3.246 6.377 -0.309
H 3.134 0.304 -2.664
H 3.890 1.531 -1.644
H 3.109 1.986 -3.158
H 3.785 1.308 2.507
H 3.360 1.884 4.852
H 0.977 2.094 5.647
H -0.825 1.626 4.001
H 3.847 -1.249 2.784
H 3.643 -2.659 1.748
H 2.230 -1.792 2.370
H 2.254 -1.398 -1.727
H 2.899 -2.717 -0.755
H 3.992 -1.706 -1.681
H 5.398 0.480 1.321
H 5.350 0.640 -0.431
H 5.723 -0.914 0.302
H 0.462 6.530 -1.050
H -1.165 7.229 0.662
H -1.932 5.540 2.360
H -1.014 3.234 2.195
H -1.131 3.234 -3.225
H -1.120 4.640 -4.301
H -1.360 4.844 -2.566
H 1.479 2.424 -4.489
H 2.910 3.459 -4.473
H 1.505 3.912 -5.429
H 0.756 6.962 -3.100
H 1.341 6.355 -4.638
H 2.458 6.544 -3.293
H 4.219 2.630 0.445
H 3.056 3.526 1.392
H 4.681 4.177 1.172
H 4.741 3.517 -2.596
H 5.503 4.882 -1.788
H 4.283 5.167 -3.022
H 2.634 6.541 0.577
H 2.878 7.036 -1.095
H 4.268 6.681 -0.070
C -3.672 1.278 1.905
Si -3.130 0.307 0.346
C -3.677 1.443 -1.138
C -3.108 0.923 -2.462
C -3.070 2.824 -0.891
C -5.187 1.639 -1.289
C -4.341 -1.232 0.410
C -3.735 -2.285 1.333
C -5.722 -0.882 0.975
C -4.532 -1.886 -0.959
H -4.672 1.708 1.802
H -2.982 2.088 2.133
H -3.680 0.616 2.774
H -2.026 0.780 -2.391
H -3.300 1.643 -3.267
H -3.546 -0.031 -2.758
H -1.983 2.775 -0.853
H -3.420 3.267 0.043
H -3.347 3.504 -1.703
H -5.709 0.726 -1.570
H -5.384 2.381 -2.074
H -5.643 2.015 -0.372
H -3.526 -1.897 2.331
H -2.800 -2.663 0.928
H -4.419 -3.136 1.445
H -5.663 -0.536 2.006
H -6.355 -1.779 0.968
H -6.237 -0.116 0.399
H -3.579 -2.114 -1.433
H -5.102 -1.261 -1.647
H -5.080 -2.830 -0.849
C 1.251 -5.141 -2.105
C 1.859 -5.417 -0.756
C 2.857 -6.386 -0.662
C 3.493 -6.663 0.537
C 3.139 -5.955 1.674
C 2.141 -4.997 1.595
C 1.474 -4.726 0.400
Sb 0.123 -3.025 0.469
C -0.566 -3.388 2.500
C -0.631 -2.162 3.175
C -0.937 -2.071 4.521
C -1.178 -3.232 5.238
C -1.079 -4.453 4.598
C -0.759 -4.559 3.243
C -0.613 -5.958 2.707
C -1.315 -3.484 -1.080
C -1.155 -2.570 -2.120
C -1.867 -2.680 -3.306
C -2.772 -3.716 -3.456
C -2.965 -4.612 -2.416
C -2.253 -4.512 -1.225
C -2.519 -5.497 -0.131
H 1.807 -5.664 -2.883
H 1.264 -4.077 -2.341
H 0.209 -5.460 -2.154
H 3.148 -6.922 -1.558
H 4.270 -7.417 0.577
H 3.637 -6.141 2.617
H 1.876 -4.449 2.492
H -0.446 -1.237 2.630
H -0.981 -1.101 4.998
H -1.420 -3.190 6.292
H -1.235 -5.365 5.163
H -1.576 -6.473 2.712
H 0.069 -6.529 3.340
H -0.216 -5.979 1.699
H -0.471 -1.735 -2.001
H -1.730 -1.946 -4.089
H -3.346 -3.814 -4.368
H -3.698 -5.404 -2.522
H -1.709 -6.224 -0.054
H -3.444 -6.044 -0.315
H -2.606 -4.991 0.830
*
```

---

# 2
C21H54AlN6O5P2 | ωB97M-V/def2-TZVPD

Values from the calculation:
DFT total energy = -2462.27540 Eh
HOMO energy = -4.81 eV
max |F| = 0.0972 hartree/bohr

```
! RIJCOSX wB97M-V def2-TZVPD def2/J DEFGRID3
* xyz -1 1
C 2.859 -5.040 2.182
C 2.699 -6.529 2.007
O 3.640 -7.269 1.876
O 1.420 -6.978 1.994
C 0.814 -6.902 3.316
C -0.223 -5.781 3.357
C -1.672 -6.193 3.032
Al -2.543 -4.691 1.970
C -4.423 -5.140 1.390
C -2.477 -2.858 2.897
C -1.219 -2.161 2.489
C 0.089 -2.356 3.496
O -0.799 -1.082 3.165
H 2.703 -4.764 3.226
H 2.161 -4.471 1.578
H 3.893 -4.805 1.949
H 1.592 -6.717 4.061
H 0.372 -7.875 3.513
H -0.181 -5.253 4.310
H 0.093 -5.063 2.596
H -1.631 -7.087 2.405
H -2.234 -6.370 3.952
H -1.628 -4.531 0.614
H -4.466 -6.111 0.891
H -4.769 -4.410 0.652
H -5.105 -5.130 2.245
H -2.459 -2.872 3.984
H -3.262 -2.217 2.473
H -0.982 -2.172 1.427
H 0.911 -1.743 3.864
H 0.666 -2.625 2.555
O 0.025 -2.566 -3.460
P 0.607 -1.296 -2.964
N 0.904 -1.553 -1.322
C 0.959 -0.510 -0.318
C 1.882 -2.594 -1.053
N -0.736 -0.205 -3.156
C -1.710 -0.061 -2.078
C -1.416 -0.433 -4.424
N 1.835 -0.096 -3.278
C 1.485 1.313 -3.243
C 2.650 -0.398 -4.464
H 1.890 0.079 -0.359
H 0.897 -0.971 0.671
H 0.120 0.171 -0.383
H 2.916 -2.244 -1.211
H 1.715 -3.456 -1.698
H 1.786 -2.938 -0.023
H -2.023 -1.020 -1.647
H -2.596 0.450 -2.460
H -1.331 0.578 -1.284
H -2.093 -1.293 -4.390
H -0.696 -0.614 -5.226
H -1.990 0.459 -4.693
H 0.828 1.624 -4.062
H 2.410 1.896 -3.304
H 1.011 1.579 -2.302
H 2.091 -0.274 -5.402
H 3.008 -1.429 -4.422
H 3.528 0.249 -4.498
O -0.205 3.545 -0.984
P 0.033 4.830 -0.284
N -1.043 4.811 1.018
C -1.583 5.983 1.671
C -0.768 3.747 1.979
N -0.504 5.972 -1.484
C -1.907 6.360 -1.533
C -0.038 5.589 -2.813
N 1.275 5.853 0.375
C 1.308 7.272 0.060
C 2.625 5.275 0.241
H -0.856 6.489 2.324
H -2.432 5.680 2.287
H -1.970 6.706 0.963
H 0.072 4.000 2.643
H -0.526 2.819 1.462
H -1.649 3.553 2.591
H -2.596 5.510 -1.443
H -2.109 6.865 -2.479
H -2.147 7.089 -0.761
H -0.649 4.797 -3.260
H 0.991 5.226 -2.775
H -0.055 6.463 -3.470
H 1.557 7.484 -0.984
H 2.070 7.727 0.700
H 0.363 7.756 0.297
H 2.979 5.277 -0.797
H 2.628 4.242 0.595
H 3.339 5.830 0.852
*
```